29
Properties=species:S:1:pos:R:3:forces:R:3:nbo_charge:R:1 method="wB97M-V/def2-TZVPD" de_lowest_kj_mol=231.6 spin_multiplicity=2 total_energy_ev=-11688.0876 homo_ev="-13.80 / -13.81" charge=+1
C -2.82634 -0.24551 -0.30184 -1.742 1.157 -0.672 -0.659
C -0.52589 -0.38356 2.57688 -0.224 0.387 1.883 0.017
C -1.28572 -0.86755 1.56363 -0.688 -0.979 -1.311 -0.211
C -0.14566 0.93922 2.76419 0.957 4.481 0.843 -0.151
C -1.83111 0.06828 0.70641 0.303 -3.082 -0.281 0.048
C -0.45198 1.85355 1.79219 -0.927 -0.581 -0.056 -0.199
C -1.32811 1.33950 0.75588 1.761 4.818 1.175 0.048
H -0.46972 -0.84131 3.50816 0.476 -2.079 1.146 0.239
H -1.44183 -1.95629 1.48271 -0.353 0.777 0.042 0.265
H 0.23133 1.41903 3.75110 -0.295 -1.676 -1.678 0.267
H -0.28927 2.95279 1.90192 0.036 -1.208 -0.308 0.264
H -3.83615 -0.06235 0.18573 0.843 0.403 -0.796 0.274
H -2.94495 -1.26874 -0.59988 0.595 -0.606 -0.178 0.259
H -1.63196 2.17857 0.11841 -0.401 -0.908 -0.353 0.244
H -2.63197 0.43859 -1.17792 -0.785 -0.842 0.746 0.253
C 1.17101 -0.64178 -1.36385 0.838 -2.342 1.123 -0.234
C 0.76595 0.69229 -1.86780 -2.262 2.229 2.530 -0.591
C 2.27617 -1.16735 -2.29502 1.699 -1.714 0.633 -0.633
C 1.68706 -0.55501 0.16870 -0.591 -0.806 -2.046 -0.620
H 0.36519 -1.44613 -1.44771 0.458 1.394 0.359 0.202
H 0.55631 0.70869 -2.87394 -0.273 -0.060 -2.503 0.226
H 1.32531 1.61761 -1.62219 0.826 -1.028 -0.128 0.223
H 2.83696 -0.34377 -2.64265 0.999 0.955 -0.330 0.209
H 3.02178 -1.94526 -1.92614 -0.792 1.264 0.747 0.222
H 2.08346 -1.75091 -3.17791 -1.545 0.240 -0.680 0.233
H 0.91536 -0.97041 0.84776 0.543 1.087 -0.258 0.190
H 2.48535 -1.26139 0.27331 0.642 -0.367 0.014 0.230
H 2.12699 0.43898 0.30482 -0.560 -0.155 0.631 0.217
H -0.20757 1.06022 -1.40494 0.462 -0.759 -0.293 0.168

***

9
Properties=species:S:1:pos:R:3:forces:R:3:nbo_charge:R:1 method="wB97M-V/def2-TZVPD" spin_multiplicity=4 total_energy_ev=-8646.4095 homo_ev="-11.27 / -14.74" charge=+1
C 0.57796 -0.11186 1.21862 -0.915 0.592 -1.060 0.271
O -0.50897 -0.05324 1.89083 1.545 -0.288 -1.728 -0.670
Li -1.55114 0.89702 0.65515 -0.248 0.000 0.233 0.958
H 1.54703 -0.01873 1.74348 -0.396 -0.246 -0.284 0.187
Pt -0.11155 -0.29749 -2.83676 0.355 -0.195 -2.608 0.666
C 0.59221 -0.03814 -0.31278 1.718 1.280 4.605 -0.223
C -0.55722 -0.22006 -1.09016 -2.203 -0.421 1.581 -0.631
H 1.39946 0.64699 -0.60766 0.054 -0.733 -0.326 0.238
H -1.38779 -0.80448 -0.66072 0.090 0.011 -0.413 0.204

***

61
Properties=species:S:1:pos:R:3:forces:R:3:nbo_charge:R:1 method="wB97M-V/def2-TZVPD" de_lowest_kj_mol=0.0 total_energy_ev=-61300.6124 homo_ev=-9.79
C -0.00926 0.60051 2.07880 0.129 0.877 0.180 -0.437
C -0.87505 -0.33264 1.22974 0.431 0.923 0.247 -0.432
C -1.42462 0.67698 0.22577 -0.086 -0.372 0.345 -0.066
O -0.32411 1.52670 -0.07995 0.071 -0.014 -0.195 -0.555
C 0.53690 1.62036 1.06485 -0.467 -0.379 -0.236 -0.067
H 0.77770 0.15908 2.68480 0.013 -0.251 -0.183 0.212
H -0.62546 1.17912 2.77374 -0.193 -0.301 0.041 0.205
H -1.64057 -0.78130 1.85578 -0.013 -0.457 -0.293 0.230
H -0.23049 -1.02861 0.69124 -0.262 -0.400 0.178 0.203
H -2.24795 1.24929 0.67095 0.009 0.024 -0.073 0.167
H -1.78401 0.19566 -0.67863 0.073 0.164 -0.140 0.199
H 0.47050 2.63728 1.45591 0.320 0.024 0.010 0.177
H 1.54755 1.38348 0.72479 0.081 0.173 0.098 0.165
C 1.95237 -3.38876 3.38752 0.358 -0.026 0.320 -0.443
C 2.06422 -2.00799 4.03395 -0.400 -0.088 0.324 -0.435
C 0.73350 -1.89623 4.83326 0.544 0.368 -0.919 -0.068
O 0.17698 -3.19610 4.87468 -0.004 -0.232 0.368 -0.526
C 1.15290 -4.13849 4.44238 -0.060 -0.007 -0.146 -0.065
H 2.94093 -3.82104 3.22837 -0.088 -0.150 -0.176 0.218
H 1.39804 -3.37641 2.44933 -0.016 0.033 0.007 0.212
H 2.20715 -1.19363 3.32419 -0.032 0.020 0.033 0.198
H 2.89739 -1.98703 4.73830 0.086 -0.028 -0.102 0.204
H 0.02181 -1.26750 4.29377 -0.048 0.122 0.224 0.175
H 0.94705 -1.46172 5.81282 -0.314 -0.227 0.170 0.172
H 0.63485 -5.01316 4.05385 -0.066 0.034 -0.004 0.201
H 1.78627 -4.46228 5.27782 0.034 0.097 0.013 0.159
C 0.81406 4.41290 -2.29442 -0.442 -0.680 0.132 -0.424
C 0.96294 3.20814 -3.24240 0.481 0.320 0.646 -0.437
C -0.30960 3.31761 -4.06975 0.935 -0.223 -0.559 -0.068
O -1.28488 3.91140 -3.24089 -0.675 -0.193 0.237 -0.547
C -0.69368 4.33082 -2.01699 0.833 0.824 0.350 -0.079
H 1.10491 5.35123 -2.76353 0.001 0.037 0.018 0.203
H 1.35487 4.24507 -1.36393 0.212 0.256 -0.067 0.213
H 1.01621 2.32075 -2.60619 -0.342 -0.156 -0.221 0.212
H 1.89333 3.23582 -3.80963 -0.168 0.056 -0.247 0.215
H -0.63373 2.35370 -4.47262 -0.240 0.012 0.218 0.175
H -0.10387 3.96349 -4.93327 -0.201 0.058 0.043 0.167
H -0.84730 3.64550 -1.17913 -0.296 -0.320 -0.315 0.189
H -1.09677 5.30151 -1.72059 -0.192 -0.035 -0.223 0.183
C 2.87685 -2.10308 0.23170 0.128 -0.032 0.024 -0.099
C 4.22928 -2.70112 -0.09782 0.194 0.157 0.018 -0.106
O 4.05009 -4.10372 0.15118 -0.087 0.205 0.086 -0.686
S 2.59170 -4.52042 -0.34914 0.675 0.620 -0.567 2.568
O 2.01634 -5.35429 0.61359 -0.599 -0.834 1.070 -0.899
O 2.65346 -4.91663 -1.70071 -0.040 -0.149 -0.684 -0.904
O 1.95075 -3.06498 -0.28899 -0.238 0.119 -0.017 -0.697
H 2.71191 -1.15523 -0.27311 -0.121 0.019 0.028 0.211
H 2.71965 -2.02383 1.30650 0.039 0.131 -0.035 0.200
H 5.02234 -2.33861 0.54894 0.034 -0.080 0.038 0.214
H 4.49214 -2.53406 -1.14324 0.022 -0.097 -0.023 0.199
C -4.75586 1.97075 -3.60346 -0.008 -0.412 -0.741 -0.107
C -3.48153 1.33377 -2.98603 -0.073 0.902 -0.186 -0.123
O -3.90526 0.77991 -1.73674 0.193 -0.033 0.270 -0.694
S -5.45089 0.44876 -1.82529 -0.088 0.183 0.292 2.576
O -6.04553 0.55273 -0.55255 0.007 0.161 0.435 -0.892
O -5.63174 -0.71531 -2.60158 -0.033 -0.693 -0.617 -0.924
O -5.82250 1.72222 -2.67585 -0.048 0.298 -0.204 -0.682
H -4.97519 1.50369 -4.56638 -0.183 -0.044 0.136 0.195
H -4.69718 3.04168 -3.76642 0.117 0.062 0.304 0.212
H -2.77032 2.13717 -2.80268 0.223 -0.260 0.271 0.236
H -3.03963 0.56709 -3.61665 -0.123 -0.106 -0.001 0.198

***

16
Properties=species:S:1:pos:R:3:forces:R:3:nbo_charge:R:1 method="wB97M-V/def2-TZVPD" de_lowest_kj_mol=176.9 total_energy_ev=-8850.5070 homo_ev=-15.22 charge=+1 smiles=[NH3+]C(CO)CO
N 0.65425 0.01653 1.24746 1.932 0.337 1.854 -0.749
C 0.35024 0.08223 -0.31540 -2.427 -0.519 3.387 -0.031
C -0.65361 1.21246 -0.40073 0.606 -0.165 -0.598 -0.093
O -0.38430 2.17789 0.61463 -1.824 1.335 -0.652 -0.739
C -0.20680 -1.26183 -0.79529 0.731 2.325 -1.310 -0.064
O 0.52486 -2.24101 -0.21778 0.886 -2.051 0.983 -0.723
H 1.39637 0.77231 1.48509 -1.556 -1.347 -0.690 0.462
H 1.13248 -0.89577 1.53207 -1.048 1.121 -0.705 0.465
H -0.12692 0.25695 1.98486 1.383 -0.719 -2.341 0.473
H 1.21561 0.19652 -0.84773 2.703 0.935 -0.515 0.221
H -1.61985 0.76811 -0.20625 -0.535 0.088 -0.325 0.180
H -0.52693 1.53765 -1.45026 -0.665 0.597 0.505 0.208
H -1.18441 2.80805 0.64738 1.963 -1.297 -0.070 0.511
H 0.01233 -1.24296 -1.87095 -0.718 0.047 -0.061 0.198
H -1.24482 -1.19398 -0.59025 -1.295 -1.004 0.155 0.171
H 0.66149 -2.99314 -0.81687 -0.136 0.315 0.381 0.511